73
Properties=species:S:1:pos:R:3:forces:R:3 method="wB97M-V/def2-TZVPD" energy_ha=-7340.275678 s2=8.778 de_lowest_kcal_mol=0.0 gap_ev="5.437 / 6.105" multiplicity=6 charge=-1
Ir 0.6482 -1.8558 -1.0438 0.29 0.38 0.14
N 2.3251 -0.9149 -0.0413 -0.01 -0.03 0.05
C 2.4110 -1.1809 1.3667 0.03 -0.01 0.00
C 3.6337 -1.2028 2.0252 -0.01 0.00 -0.01
C 3.6814 -1.4458 3.3881 0.00 0.00 0.01
C 2.5103 -1.6579 4.1037 0.01 0.00 0.01
C 1.2904 -1.6339 3.4460 -0.02 0.01 -0.01
C 1.2295 -1.4011 2.0764 0.03 -0.01 0.00
P -0.2747 -1.4684 1.0452 -0.04 -0.02 -0.07
C -1.3736 -2.6647 1.8780 -0.01 0.04 0.05
C -2.0878 -2.3385 3.0318 -0.01 -0.01 0.00
C -2.9118 -3.2763 3.6338 0.00 -0.01 -0.01
C -3.0404 -4.5450 3.0805 0.00 0.00 0.00
C -2.3497 -4.8685 1.9229 0.00 0.00 0.00
C -1.5215 -3.9302 1.3217 -0.01 -0.02 0.00
C -1.1508 0.0943 1.3882 0.00 -0.02 0.04
C -2.3818 0.2841 0.7582 -0.01 0.01 0.01
C -3.1218 1.4273 1.0007 0.01 -0.01 -0.02
C -2.6317 2.4062 1.8593 0.00 0.01 0.01
C -1.3991 2.2357 2.4650 -0.01 -0.01 0.02
C -0.6592 1.0799 2.2335 0.00 -0.01 -0.01
H 2.1672 0.1382 -0.1606 0.04 0.01 -0.09
H 3.1846 -1.1730 -0.5179 0.00 0.03 0.00
H 4.5438 -1.0311 1.4630 0.00 0.00 0.00
H 4.6384 -1.4737 3.8941 0.00 0.00 0.00
H 2.5495 -1.8564 5.1670 0.00 0.00 0.00
H 0.3775 -1.8270 3.9960 0.00 0.00 0.00
H -2.0150 -1.3398 3.4472 0.00 0.00 0.00
H -3.4634 -3.0143 4.5283 0.00 0.00 0.00
H -3.6905 -5.2750 3.5471 0.00 0.00 0.00
H -2.4580 -5.8478 1.4740 0.00 0.00 0.00
H -0.9936 -4.1756 0.4092 0.01 0.00 -0.02
H -2.7517 -0.4659 0.0668 -0.01 0.00 0.00
H -4.0717 1.5704 0.5005 0.00 0.00 0.00
H -3.1995 3.3129 2.0289 0.00 0.00 0.00
H -0.9976 3.0095 3.1074 0.00 0.00 0.00
H 0.3125 0.9630 2.6966 0.00 0.00 0.00
Se -1.3467 -2.3462 -2.2110 -0.22 0.47 0.04
Te -1.7885 -4.5711 -3.1187 -0.17 -0.34 -0.23
Te 0.7888 -5.7240 -1.7746 0.25 -0.18 0.14
Se 1.8309 -4.0921 -0.3088 -0.07 -0.19 -0.01
C 0.6011 -0.3675 -4.3133 -0.01 -0.01 0.00
C 1.9479 -0.9550 -3.8850 0.05 -0.01 0.00
C 2.8634 0.2064 -3.4478 -0.02 0.01 0.01
C 2.5842 -1.6545 -5.0940 0.01 0.01 0.01
C 1.8357 -1.9363 -2.7413 -0.07 -0.01 -0.05
H 0.7495 0.3641 -5.1151 0.00 -0.01 -0.01
H 0.1157 0.1344 -3.4769 -0.01 0.00 0.00
H -0.0597 -1.1528 -4.6878 -0.01 -0.01 0.00
H 2.9960 0.9242 -4.2655 0.00 0.00 0.00
H 3.8514 -0.1682 -3.1630 0.00 0.00 0.00
H 2.4292 0.7335 -2.5965 0.01 0.00 -0.01
H 2.7066 -0.9588 -5.9307 0.00 0.00 0.00
H 1.9583 -2.4860 -5.4261 0.00 0.00 0.00
H 3.5688 -2.0541 -4.8361 0.00 0.00 0.00
H 2.6051 -2.7126 -2.7738 -0.01 -0.01 -0.02
O 1.8113 1.6870 -0.1069 0.02 0.01 -0.02
C 0.6977 1.8259 -0.6902 -0.10 -0.08 0.14
O 0.1067 0.9636 -1.3662 0.03 0.00 -0.07
C -0.0150 3.1499 -0.4856 0.01 0.03 -0.04
C 0.5313 4.1189 0.3443 -0.01 0.01 0.00
C -0.1416 5.3119 0.6220 0.01 -0.01 0.01
C -1.3666 5.4766 0.0240 0.00 0.00 -0.02
O -2.2596 6.5200 0.1649 -0.01 0.00 0.01
C -3.2025 6.3041 -0.8791 0.00 -0.01 0.00
O -3.1679 4.9278 -1.2135 0.00 0.00 0.01
C -1.9074 4.5176 -0.8126 0.00 0.01 -0.01
C -1.2624 3.3424 -1.0898 0.02 -0.01 0.00
H 1.4957 3.9117 0.7876 0.00 0.00 0.00
H 0.2713 6.0660 1.2785 0.00 0.00 0.00
H -2.9102 6.9000 -1.7546 0.00 0.00 0.00
H -4.1975 6.5706 -0.5293 0.00 0.00 -0.01
H -1.6792 2.5652 -1.7149 0.00 0.00 0.00

***

37
Properties=species:S:1:pos:R:3:forces:R:3 method="wB97M-V/def2-TZVPD" energy_ha=-3485.558722 gap_ev=8.497 charge=+1
C 3.8998 0.9463 0.2845 -0.19 0.48 -0.29
C 2.5830 1.3769 0.8446 0.07 -0.44 1.58
O 2.4046 1.5076 2.0263 -0.16 0.05 -0.92
N 1.4262 1.6320 -0.0398 -0.18 -0.08 0.68
N 0.9340 0.4102 -0.5843 0.80 0.33 -0.91
C -0.3618 0.4641 -0.9929 -0.01 -0.06 0.43
N -0.6528 0.3177 -2.3407 0.22 -0.66 0.00
N -1.2681 0.6709 -0.0995 -0.29 0.02 -0.27
C -2.6875 0.7261 -0.4031 0.15 0.55 0.56
C -3.4341 0.5949 0.8958 -0.35 -0.13 1.45
O -2.9106 0.6467 1.9704 -0.25 -0.06 -1.03
Br -5.3362 0.3668 0.7046 0.50 0.09 -0.12
C 1.6633 2.6482 -1.0596 0.93 0.45 -1.18
C 0.5737 3.6535 -1.2859 -0.34 -0.80 0.12
O 2.6766 2.6742 -1.7147 -0.57 -0.27 0.73
H 4.4996 0.5421 1.0778 0.11 -0.35 0.31
H 4.4035 1.8365 -0.0727 0.14 0.23 -0.20
H 3.8257 0.2813 -0.5645 -0.06 -0.23 -0.16
H 1.5224 0.0334 -1.3253 0.05 0.17 -0.13
H -1.0741 -0.5763 -2.5712 -0.02 -0.06 -0.13
H -1.1887 1.0918 -2.7018 -0.24 0.05 -0.14
H -0.9908 0.7895 0.8706 -0.01 0.05 0.21
H -3.0007 -0.0325 -1.0989 0.01 -0.29 -0.26
H -2.9138 1.7157 -0.7861 -0.33 0.17 -0.31
H -0.0163 3.2692 -2.1149 -0.18 -0.01 -0.30
H -0.0934 3.7540 -0.4425 0.02 0.21 0.30
H 0.9951 4.5836 -1.6212 0.17 0.37 0.01
C -0.4453 -2.4185 1.8478 -0.04 0.10 -0.14
C -0.6723 -3.4093 0.7348 0.04 -0.05 -0.02
O -0.9035 -3.0395 -0.3987 -0.03 0.31 -0.06
C -0.5889 -4.8684 1.0861 -0.07 0.01 -0.27
H -0.5301 -1.4087 1.4547 0.01 0.02 0.01
H -1.1859 -2.5513 2.6372 0.10 -0.08 0.09
H 0.5530 -2.5462 2.2673 -0.05 -0.08 0.13
H -1.3396 -5.1144 1.8382 0.10 0.00 0.11
H 0.4011 -5.1009 1.4805 -0.05 0.00 0.14
H -0.7670 -5.4673 0.1970 0.00 0.00 -0.01

***

9
Properties=species:S:1:pos:R:3:forces:R:3 method="wB97M-V/def2-TZVPD" energy_ha=-246.642115 s2=2.030 de_lowest_kcal_mol=120.2 gap_ev="6.649 / 7.042" multiplicity=3
C 0.4241 2.3124 0.0660 1.54 -0.83 1.59
C 0.1940 1.1288 -0.4633 -1.48 -1.30 -3.66
C 0.5811 0.3841 1.1423 -1.70 -1.70 1.83
C -0.9361 -0.3855 0.0779 -0.63 3.81 0.13
C 1.4592 1.1343 0.4663 0.88 1.94 -0.24
N -0.3072 -0.4556 1.3733 0.54 0.04 1.76
H -1.9472 0.2210 0.0587 2.01 -2.08 -0.18
H -0.5428 -1.1884 -0.4961 -0.86 -0.48 -1.03
H 2.4858 0.8203 0.2601 -0.29 0.59 -0.20

***

87
Properties=species:S:1:pos:R:3:forces:R:3 method="wB97M-V/def2-TZVPD" energy_ha=-5911.951410 s2=0.755 de_lowest_kcal_mol=0.0 gap_ev="5.308 / 5.247" multiplicity=2 charge=-2
Cu -1.1762 1.2076 2.5142 0.12 0.58 0.59
N -1.4709 -5.5475 -1.8987 -0.17 0.02 -0.06
C -2.2767 -4.5033 -1.4045 -0.02 -0.02 -0.03
C -3.0932 -4.7060 -0.2933 0.03 -0.01 -0.02
C -3.8948 -3.6820 0.1886 -0.07 0.03 -0.08
C -3.8991 -2.4504 -0.4520 0.08 0.13 0.12
C -3.1103 -2.2487 -1.5784 -0.05 -0.09 0.02
C -2.3076 -3.2718 -2.0575 0.02 0.02 0.01
S -4.7180 -1.0382 0.2771 0.22 0.09 0.02
O -5.9551 -1.4818 0.8717 0.03 -0.13 0.08
O -4.8291 -0.0725 -0.7921 0.05 0.00 -0.04
N -3.5944 -0.4938 1.2704 -0.13 0.00 0.07
C -3.2825 -1.0324 2.4427 0.25 -0.47 0.10
N -2.1683 -0.5090 3.0668 -0.56 -0.17 -0.17
C -1.8220 -0.9955 4.2493 0.13 0.14 -0.07
C -2.5254 -1.9938 4.8941 -0.01 -0.05 0.03
C -3.5973 -2.5113 4.1817 0.02 0.01 -0.13
N -3.9531 -2.0920 2.9857 -0.07 0.23 -0.07
H -1.2132 -6.2233 -1.1983 0.06 0.00 0.05
H -0.6647 -5.2237 -2.4081 0.06 0.01 0.01
H -3.0809 -5.6738 0.1986 -0.02 0.03 0.03
H -4.5133 -3.8085 1.0675 0.04 -0.03 0.01
H -3.1428 -1.2784 -2.0612 0.05 -0.05 0.00
H -1.6853 -3.1149 -2.9341 -0.04 0.01 0.03
H -0.9289 -0.5595 4.6857 -0.05 0.05 0.01
H -2.2461 -2.3480 5.8755 0.01 -0.01 -0.03
H -4.1974 -3.3241 4.5893 0.05 -0.01 0.01
O -1.8368 7.6252 4.9843 0.02 -0.14 -0.06
C -1.7157 6.4928 4.5583 -0.03 0.08 0.02
S -0.2631 5.8784 3.7718 -0.02 -0.01 0.01
C -0.8321 4.2373 3.4744 0.03 0.15 -0.02
C -2.0804 3.9523 3.8757 -0.01 0.12 0.03
S -2.8200 2.3887 3.7315 -0.15 -0.15 0.01
S -2.9788 5.2664 4.6349 0.02 -0.04 0.02
S 0.2491 3.0998 2.7344 0.20 -0.15 -0.01
N 1.4723 -1.5522 -7.1444 0.04 -0.03 -0.05
C 1.0090 -1.0725 -6.2070 -0.07 0.01 0.07
C 0.4296 -0.4648 -5.0434 -0.08 0.00 0.13
C -0.2451 0.7514 -5.1545 0.04 -0.05 -0.06
C -0.7769 1.3586 -4.0350 -0.09 0.06 -0.08
C -0.6283 0.7709 -2.7788 0.15 -0.18 -0.05
C 0.0471 -0.4468 -2.6640 -0.27 -0.08 0.09
C 0.5612 -1.0595 -3.7867 -0.40 -0.15 -0.25
N -1.1079 1.4011 -1.6359 -0.09 0.09 -0.05
C -1.2762 2.7732 -1.4298 -0.01 0.00 0.12
C -1.5875 2.9077 -0.1190 -0.02 -0.03 -0.02
N -1.6420 1.6653 0.4815 -0.01 0.20 -0.35
C -1.3567 0.7988 -0.4350 -0.17 -0.05 -0.03
H -0.3437 1.2107 -6.1290 -0.04 0.04 0.01
H -1.3193 2.2896 -4.1321 0.02 -0.01 0.01
H 0.2190 -0.8601 -1.6767 0.03 0.02 -0.04
H 1.1004 -1.9936 -3.6967 0.02 0.02 0.03
H -1.1243 3.5048 -2.2041 0.03 -0.08 0.01
H -1.7764 3.8069 0.4458 0.07 -0.06 0.00
H -1.3732 -0.2681 -0.2933 0.08 0.06 -0.06
C 2.5379 2.9674 -3.4848 -0.02 -0.04 0.11
C 2.9050 2.6089 -2.0651 0.03 0.03 -0.07
C 2.9743 3.6068 -1.0991 -0.04 0.05 0.04
C 3.2935 3.3007 0.2148 -0.08 0.00 0.05
C 3.5777 1.9966 0.5743 -0.04 -0.06 0.01
C 3.5247 0.9922 -0.3861 0.13 0.04 -0.01
N 3.9040 -0.3242 -0.0769 -0.05 -0.02 -0.04
C 3.7719 -0.9916 1.1383 -0.13 -0.08 0.01
C 4.8181 -1.8324 1.5368 0.04 0.00 0.03
C 4.7501 -2.5648 2.7104 0.00 0.00 -0.06
C 3.6274 -2.4706 3.5185 -0.04 0.00 -0.01
C 2.5739 -1.6617 3.1140 0.13 0.05 0.11
C 2.6143 -0.9240 1.9358 -0.08 0.05 -0.07
C 1.3166 -0.2360 1.4930 -0.02 -0.30 0.27
O 1.1083 -0.1739 0.2734 -0.13 0.07 0.11
O 0.5550 0.1005 2.4510 0.24 -0.07 -0.49
C 3.1682 1.2855 -1.7087 0.01 -0.12 0.03
C 3.0449 0.1474 -2.6889 0.24 0.21 0.04
H 2.4863 4.0498 -3.6003 0.00 0.02 -0.01
H 1.5630 2.5523 -3.7576 0.09 0.03 -0.02
H 3.2729 2.5809 -4.1949 -0.04 0.01 -0.04
H 2.7477 4.6325 -1.3711 0.01 -0.04 -0.02
H 3.3123 4.0812 0.9646 -0.04 -0.03 0.01
H 3.8268 1.7442 1.5984 -0.01 0.02 -0.02
H 4.5190 -0.7578 -0.7409 0.06 -0.05 -0.01
H 5.6977 -1.9065 0.9040 0.00 0.07 0.03
H 5.5818 -3.2001 2.9949 -0.02 0.01 -0.02
H 3.5675 -3.0308 4.4442 -0.02 0.01 -0.03
H 1.6716 -1.5954 3.7083 0.01 0.04 -0.03
H 2.5699 -0.7007 -2.1912 0.18 0.08 0.00
H 4.0237 -0.1802 -3.0638 0.00 -0.01 0.00
H 2.4372 0.4180 -3.5531 0.27 0.06 0.16